Below is an isolated ion of composition C4H9N2O and charge +1, with properties calculated with wB97M-V/def2-TZVPD.

CARTESIAN COORDINATES (ANGSTROEM)
H (0.407, 1.362, 0.437)
C (0.595, 0.311, 0.210)
H (-0.451, -0.011, 2.064)
C (-0.441, -0.431, 0.951)
H (-3.014, -0.786, -1.234)
H (1.847, -1.310, 0.451)
N (-1.926, -0.454, 0.308)
H (-1.151, -0.835, -1.425)
H (-0.402, -1.497, 1.355)
C (1.936, -0.276, 0.122)
H (1.597, 0.691, -1.910)
C (1.195, -0.082, -1.193)
N (-2.047, -0.774, -0.935)
H (2.901, 0.232, 0.315)
H (0.788, -0.946, -1.613)
O (-2.838, -0.187, 1.006)

As for the HOMO-LUMO gap (alpha / beta): 10.094 / 6.184 eV. As for the HOMO energy (alpha / beta): -13.0 / -15.0 eV. Its total charge is +1. The energy above the lowest of the compared OMol25 structures with the same formula, charge and spin comes out at 93.7 kcal/mol. Its spin multiplicity is 3. The total energy is -9306.6556 eV.

***

Below is a 7-piece molecular cluster, C41H88BClN8O16P overall, with properties calculated with wB97M-V/def2-TZVPD.

CARTESIAN COORDINATES (ANGSTROEM)
H (-8.937, 1.051, 4.109)
O (3.198, 0.794, 0.592)
H (11.680, 8.613, 0.123)
C (3.703, -8.053, 4.121)
H (-8.059, -1.730, -1.248)
H (1.547, 4.074, -4.331)
H (4.757, -8.865, 6.982)
H (1.305, -4.280, -0.671)
H (3.703, 0.954, -3.944)
H (7.382, 3.742, -0.380)
H (10.588, 7.302, -0.356)
O (-0.056, -0.449, 1.196)
H (0.457, -2.082, 2.976)
C (11.009, 7.841, 0.495)
N (4.345, -7.747, 5.256)
H (-3.264, 1.638, -4.796)
B (-2.982, 3.038, -2.577)
H (-2.434, -0.961, -2.308)
H (10.703, 10.330, 0.984)
C (-0.258, 1.113, -4.756)
O (0.774, 3.991, -4.908)
C (2.330, -7.292, -1.176)
C (-4.742, -0.906, -3.658)
H (5.128, -9.671, 5.451)
O (-6.547, 1.593, 1.341)
P (-0.517, 3.839, -4.030)
H (-8.792, -0.143, -1.356)
C (3.342, 0.130, -2.010)
H (-6.251, -2.308, -3.203)
C (6.965, 2.769, 2.818)
H (7.954, 7.875, 1.512)
C (6.201, 1.726, 0.671)
C (-7.121, 1.275, 0.094)
H (-1.429, 4.856, -5.628)
O (-0.411, 4.527, -2.756)
H (1.686, 1.345, -1.838)
H (6.182, -8.380, 6.046)
C (1.914, 2.773, 0.274)
C (-1.316, -0.225, 0.817)
H (2.911, -6.218, -3.419)
C (1.280, 1.041, -4.615)
C (-5.166, 4.015, -2.757)
H (-2.625, 1.305, -0.973)
C (5.148, -8.719, 5.975)
O (-9.416, -1.598, 3.622)
H (11.584, 7.139, 1.101)
O (-1.946, 0.652, 1.327)
C (1.885, -0.234, -4.032)
H (-0.985, -2.532, 3.884)
H (4.807, -6.318, 6.698)
Cl (-0.668, 1.737, -6.394)
H (-5.359, 2.905, 2.313)
H (8.947, 7.715, 2.963)
C (-7.227, -0.610, 6.279)
C (-5.907, -1.370, -2.779)
O (-1.075, -3.766, 1.396)
H (1.504, -7.983, -1.001)
C (-0.414, -4.506, 2.112)
C (-0.964, -0.222, -4.691)
O (9.023, 10.332, 2.128)
H (1.952, 2.837, 1.349)
C (-7.842, -0.671, -1.343)
O (-2.363, -0.177, -4.619)
O (-1.686, 4.187, -4.976)
H (-0.258, -5.567, 1.861)
H (0.868, 2.716, -0.014)
H (-7.792, -0.633, -3.452)
H (4.345, 0.091, -1.612)
H (-4.978, 4.981, -2.310)
C (0.063, -2.779, 3.715)
H (-7.507, -0.690, 0.779)
C (-7.088, -0.219, -0.104)
C (-4.290, 0.500, -3.319)
H (-4.239, 0.593, -2.233)
H (-7.537, 0.190, 6.955)
N (-0.749, 2.097, -3.688)
H (4.604, -5.674, 5.054)
C (4.230, -6.396, 5.781)
O (3.018, -7.272, 3.479)
N (-7.994, -0.566, 5.053)
C (2.200, -5.562, -2.892)
C (-8.764, -1.591, 4.649)
H (1.311, -0.531, -3.162)
H (2.004, -4.768, 4.092)
C (-1.715, -0.480, -1.662)
H (0.969, -6.073, 3.520)
H (9.133, 6.556, 1.627)
H (-5.507, -1.603, -1.797)
H (-2.612, 4.595, -1.504)
H (6.444, 1.889, 3.184)
H (3.914, -0.824, -3.788)
O (-3.983, 3.477, -3.366)
C (7.482, 3.811, 0.716)
C (2.643, 1.553, -0.175)
H (6.672, 0.766, 0.892)
H (3.852, -9.098, 3.807)
O (-2.630, 3.638, -1.407)
H (-4.839, 2.550, 0.683)
H (3.016, -7.740, -1.891)
C (3.311, 0.032, -3.524)
H (-0.066, 1.938, -2.945)
H (-5.049, -0.966, -4.697)
H (-8.136, 1.661, 0.013)
H (-5.904, 4.143, -3.535)
H (-0.043, -5.119, -1.450)
H (-5.069, 1.174, -3.641)
O (8.065, 4.732, 1.260)
C (-1.860, -1.102, -0.253)
H (6.242, 1.899, -0.404)
H (3.187, -6.158, 5.990)
C (-7.940, 0.623, 4.215)
H (0.682, -5.793, 0.019)
C (9.886, 9.775, 1.479)
H (-1.368, -2.066, -0.280)
H (2.857, -7.129, -0.235)
C (0.888, -5.262, -0.900)
N (0.190, -4.151, 3.245)
C (-2.106, 1.729, -3.032)
H (-7.574, 0.368, 3.222)
H (-6.785, 0.618, -2.648)
H (6.502, 3.664, 3.234)
O (1.787, -4.522, -3.386)
H (0.552, -5.217, 5.015)
H (-8.747, -2.448, 5.344)
H (-6.162, -0.495, 6.069)
H (1.734, 1.270, -5.567)
C (-1.837, 1.047, -1.669)
H (-0.948, 1.486, -1.220)
H (1.847, -1.056, -4.732)
H (-0.709, -0.709, -5.624)
H (0.614, -2.668, 4.644)
H (-0.731, -0.781, -2.018)
N (6.897, 2.794, 1.366)
H (-0.589, -0.856, -3.903)
H (-6.248, 3.610, 0.971)
H (1.601, 1.846, -3.959)
C (-2.987, 0.951, -4.002)
H (-6.538, 1.746, -0.703)
C (-7.091, -0.421, -2.653)
C (-5.716, 2.721, 1.309)
H (-2.904, -1.315, -0.070)
C (0.973, -5.108, 4.012)
H (-6.039, -0.506, -0.133)
N (2.658, 1.356, -1.554)
H (0.350, -1.151, 0.673)
H (-3.956, -1.635, -3.517)
H (5.161, 1.687, 0.987)
H (2.832, -0.736, -1.615)
H (-5.553, 3.322, -2.022)
N (9.957, 8.447, 1.282)
H (-7.275, 1.356, 4.665)
H (-7.384, -1.565, 6.776)
H (8.003, 2.744, 3.149)
H (2.349, 3.659, -0.170)
C (8.940, 7.592, 1.879)
N (1.830, -6.033, -1.700)

As for the HOMO-LUMO gap: 7.352 eV. As for the HOMO energy: -9.8 eV. Its total charge is +1. The total energy is -111111.3504 eV.

***

Below is a 2-piece molecular cluster, C3H11N4 overall, with properties calculated with wB97M-V/def2-TZVPD.

CARTESIAN COORDINATES (ANGSTROEM)
H (2.301, 1.568, -0.468)
H (-1.419, -0.274, -1.509)
H (-1.304, -2.136, -0.011)
C (-0.661, 2.141, 0.011)
H (0.019, -1.248, 0.794)
N (-0.294, 0.958, -0.266)
N (3.256, -0.130, 0.120)
H (-1.645, 2.543, 0.024)
H (-3.225, -0.133, -0.183)
H (3.962, -0.296, -0.632)
N (-2.478, -0.058, 0.488)
H (-2.399, -0.716, 1.223)
H (0.015, 2.849, 0.247)
C (-0.479, -1.467, -0.045)
H (3.264, -0.741, 0.942)
H (0.157, -1.626, -0.991)
C (-1.248, -0.151, -0.378)
N (2.491, 0.862, 0.210)

As for the HOMO-LUMO gap (alpha / beta): 6.137 / 6.136 eV. As for the HOMO energy (alpha / beta): -12.7 / -12.7 eV. Its total charge is +1. The energy above the lowest of the compared OMol25 structures with the same formula, charge and spin comes out at 130.9 kcal/mol. The total energy is -9238.5682 eV.

***

| no. | strongest force on any atom (eV Å⁻¹) |
| --- | --- |
| 1 | 7.83 |
| 2 | 1.28 |
| 3 | 5.78 |